[1]
This record from the Open Molecules 2025 dataset describes C32H30N5NaO4S4 as an isolated structure. The level of theory is wB97M-V/def2-TZVPD.

Cartesian coordinates (Å):
Na (1.27, 1.39, 1.12)
C (1.85, -3.05, 1.21)
C (2.78, -2.57, 0.30)
C (3.60, -1.50, 0.64)
C (3.51, -0.93, 1.90)
C (2.56, -1.40, 2.81)
C (1.73, -2.45, 2.46)
H (1.18, -3.86, 0.94)
H (2.85, -3.00, -0.69)
H (4.29, -1.10, -0.09)
H (4.12, -0.09, 2.19)
H (2.44, -0.88, 3.75)
H (0.96, -2.79, 3.14)
O (2.72, 3.04, -4.35)
C (2.70, 1.70, -4.37)
C (3.06, 1.05, -5.56)
C (3.07, -0.33, -5.64)
C (2.71, -1.10, -4.54)
C (2.34, -0.46, -3.36)
C (2.33, 0.93, -3.25)
C (1.92, 1.54, -1.94)
O (1.66, 0.78, -0.97)
N (1.87, 2.85, -1.95)
N (1.68, 3.44, -0.69)
C (0.50, 3.84, -0.47)
C (0.12, 4.51, 0.79)
C (-1.23, 4.75, 1.05)
C (-1.59, 5.24, 2.29)
C (-0.60, 5.49, 3.22)
C (0.72, 5.25, 2.86)
N (1.09, 4.80, 1.67)
H (2.44, 3.29, -3.41)
H (3.34, 1.67, -6.41)
H (3.36, -0.81, -6.57)
H (2.71, -2.18, -4.59)
H (2.05, -1.01, -2.48)
H (-0.30, 3.66, -1.19)
H (-1.97, 4.51, 0.30)
H (-2.63, 5.40, 2.54)
H (-0.83, 5.82, 4.22)
H (1.53, 5.43, 3.56)
O (0.44, 4.37, 7.83)
C (0.60, 3.76, 6.79)
S (2.15, 3.54, 5.99)
C (1.61, 2.63, 4.57)
C (0.28, 2.40, 4.50)
S (-0.63, 1.59, 3.25)
S (-0.69, 3.02, 5.85)
S (2.87, 2.19, 3.46)
C (-1.43, -5.61, -1.91)
C (-2.70, -5.24, -1.17)
N (-2.85, -3.80, -0.97)
C (-3.37, -3.05, -2.11)
C (-4.88, -3.15, -2.25)
C (-2.09, -3.25, 0.03)
O (-1.36, -3.94, 0.72)
C (-2.21, -1.78, 0.25)
C (-3.43, -1.15, 0.47)
C (-3.45, 0.21, 0.68)
C (-2.25, 0.91, 0.65)
N (-1.08, 0.32, 0.44)
C (-1.06, -1.00, 0.27)
H (-1.37, -6.70, -2.05)
H (-0.56, -5.29, -1.35)
H (-1.39, -5.15, -2.90)
H (-2.71, -5.71, -0.19)
H (-3.58, -5.59, -1.72)
H (-2.88, -3.42, -3.02)
H (-3.07, -2.01, -2.00)
H (-5.20, -4.18, -2.41)
H (-5.21, -2.57, -3.11)
H (-5.38, -2.77, -1.36)
H (-4.35, -1.73, 0.49)
H (-4.38, 0.74, 0.89)
H (-2.22, 1.97, 0.83)
H (-0.08, -1.45, 0.12)

Properties
net charge = -2
ΔE to the lowest compared entry with this formula, charge and spin = 20.2 kcal per mole
multiplicity = 1

Charge distribution, Mulliken scheme, values in e: atom 1 (Na): 0.73, atom 2 (C): -0.42, atom 3 (C): -0.25, atom 4 (C): -0.24, atom 5 (C): -0.68, atom 6 (C): -0.38, atom 7 (C): -0.36, atom 8 (H): 0.43, atom 9 (H): 0.38, atom 10 (H): 0.30, atom 11 (H): 0.47, atom 12 (H): 0.34, atom 13 (H): 0.38, atom 14 (O): -0.74, atom 15 (C): 0.44, atom 16 (C): -0.68, atom 17 (C): -0.23, atom 18 (C): -0.85, atom 19 (C): -0.42, atom 20 (C): -0.02, atom 21 (C): 0.32, atom 22 (O): -0.33, atom 23 (N): -0.45, atom 24 (N): -0.52, atom 25 (C): -0.47, atom 26 (C): 0.91, atom 27 (C): -0.48, atom 28 (C): -0.37, atom 29 (C): -0.46, atom 30 (C): -0.30, atom 31 (N): -0.35, atom 32 (H): 0.50, atom 33 (H): 0.40, atom 34 (H): 0.33, atom 35 (H): 0.40, atom 36 (H): 0.46, atom 37 (H): 0.24, atom 38 (H): 0.38, atom 39 (H): 0.37, atom 40 (H): 0.42, atom 41 (H): 0.48, atom 42 (O): -0.71, atom 43 (C): 0.60, atom 44 (S): -0.24, atom 45 (C): -0.11, atom 46 (C): -0.24, atom 47 (S): -0.34, atom 48 (S): -0.19, atom 49 (S): -0.44, atom 50 (C): -0.96, atom 51 (C): -0.63, atom 52 (N): 0.32, atom 53 (C): -0.56, atom 54 (C): -1.10, atom 55 (C): 0.10, atom 56 (O): -0.63, atom 57 (C): -0.27, atom 58 (C): -0.16, atom 59 (C): -1.25, atom 60 (C): -0.07, atom 61 (N): 0.46, atom 62 (C): -0.41, atom 63 (H): 0.37, atom 64 (H): 0.19, atom 65 (H): 0.29, atom 66 (H): 0.37, atom 67 (H): 0.32, atom 68 (H): 0.33, atom 69 (H): 0.37, atom 70 (H): 0.31, atom 71 (H): 0.41, atom 72 (H): 0.20, atom 73 (H): 0.56, atom 74 (H): 0.41, atom 75 (H): 0.34, atom 76 (H): 0.66

[2]
This record from the Open Molecules 2025 dataset describes C32H30NO3P as an isolated structure. The level of theory is wB97M-V/def2-TZVPD.

Cartesian coordinates (Å):
C (4.34, -0.21, -2.99)
N (3.08, -0.72, -2.46)
C (2.05, 0.05, -2.01)
C (0.92, -0.79, -1.74)
C (-0.41, -0.46, -1.48)
C (-1.47, -1.07, -2.19)
C (-1.27, -1.81, -3.41)
C (-2.30, -2.54, -4.00)
C (-3.59, -2.52, -3.45)
C (-3.85, -1.70, -2.34)
C (-2.83, -0.96, -1.75)
C (1.41, -2.16, -1.94)
C (0.81, -3.39, -1.82)
C (1.48, -4.53, -2.29)
C (2.77, -4.42, -2.83)
C (3.43, -3.18, -2.88)
C (2.73, -2.07, -2.41)
H (5.07, -1.03, -3.02)
H (4.22, 0.20, -4.00)
H (4.73, 0.58, -2.33)
H (2.09, 1.13, -1.96)
H (-0.66, 0.45, -0.75)
H (-0.29, -1.79, -3.89)
H (-2.09, -3.13, -4.89)
H (-4.37, -3.14, -3.88)
H (-4.85, -1.66, -1.92)
H (-3.06, -0.30, -0.92)
H (-0.19, -3.46, -1.40)
H (0.99, -5.51, -2.25)
H (3.27, -5.32, -3.21)
H (4.44, -3.08, -3.28)
C (-5.32, -0.30, 1.29)
C (-4.40, 0.89, 1.33)
O (-3.05, 0.36, 1.18)
C (-2.15, 1.27, 0.70)
C (-0.78, 0.71, 0.52)
P (0.44, 1.97, 0.95)
C (-0.19, 3.07, 2.26)
C (-1.04, 2.62, 3.27)
C (-1.34, 3.44, 4.36)
C (-0.83, 4.74, 4.42)
C (-0.04, 5.23, 3.37)
C (0.26, 4.40, 2.28)
C (1.78, 1.03, 1.76)
C (1.59, 0.45, 3.02)
C (2.65, -0.19, 3.66)
C (3.89, -0.30, 3.03)
C (4.07, 0.25, 1.75)
C (3.03, 0.95, 1.14)
O (0.94, 2.72, -0.26)
O (-2.49, 2.41, 0.42)
H (-6.34, 0.01, 1.54)
H (-5.36, -0.71, 0.27)
H (-5.00, -1.09, 1.96)
H (-4.62, 1.58, 0.50)
H (-4.45, 1.43, 2.28)
H (-0.62, -0.20, 1.08)
H (-1.47, 1.61, 3.23)
H (-1.96, 3.05, 5.17)
H (-1.05, 5.38, 5.28)
H (0.35, 6.24, 3.39)
H (0.85, 4.78, 1.44)
H (0.62, 0.53, 3.51)
H (2.50, -0.60, 4.66)
H (4.72, -0.79, 3.53)
H (5.03, 0.15, 1.24)
H (3.18, 1.45, 0.18)

Properties
multiplicity = 1

Charge distribution, Mulliken scheme, values in e: atom 1 (C): -0.99, atom 2 (N): 0.37, atom 3 (C): -1.08, atom 4 (C): 0.58, atom 5 (C): -0.80, atom 6 (C): 0.96, atom 7 (C): -0.40, atom 8 (C): -0.65, atom 9 (C): -0.64, atom 10 (C): -0.51, atom 11 (C): 0.06, atom 12 (C): 0.51, atom 13 (C): -0.10, atom 14 (C): -0.81, atom 15 (C): -0.62, atom 16 (C): -0.89, atom 17 (C): 0.06, atom 18 (H): 0.34, atom 19 (H): 0.32, atom 20 (H): 0.33, atom 21 (H): 0.86, atom 22 (H): -0.23, atom 23 (H): 0.45, atom 24 (H): 0.39, atom 25 (H): 0.39, atom 26 (H): 0.29, atom 27 (H): 0.05, atom 28 (H): 0.53, atom 29 (H): 0.40, atom 30 (H): 0.38, atom 31 (H): 0.28, atom 32 (C): -0.86, atom 33 (C): -0.39, atom 34 (O): -0.33, atom 35 (C): 0.35, atom 36 (C): 0.27, atom 37 (P): 1.15, atom 38 (C): 0.74, atom 39 (C): -0.25, atom 40 (C): -1.01, atom 41 (C): -0.43, atom 42 (C): -0.55, atom 43 (C): -0.88, atom 44 (C): 0.29, atom 45 (C): -0.24, atom 46 (C): -0.69, atom 47 (C): -0.55, atom 48 (C): -0.67, atom 49 (C): -0.20, atom 50 (O): -0.93, atom 51 (O): -0.68, atom 52 (H): 0.43, atom 53 (H): 0.03, atom 54 (H): 0.28, atom 55 (H): 0.29, atom 56 (H): 0.40, atom 57 (H): 0.59, atom 58 (H): 0.51, atom 59 (H): 0.38, atom 60 (H): 0.38, atom 61 (H): 0.38, atom 62 (H): 0.40, atom 63 (H): 0.29, atom 64 (H): 0.40, atom 65 (H): 0.38, atom 66 (H): 0.39, atom 67 (H): 0.51

[3]
This record from the Open Molecules 2025 dataset describes C32H31AsCl2N5O2SeV as an isolated structure. The level of theory is wB97M-V/def2-TZVPD.

Cartesian coordinates (Å):
V (-0.41, -1.29, -0.87)
Se (1.08, 2.10, 6.03)
N (0.74, 2.90, 4.46)
C (0.31, 1.97, 3.66)
C (-0.25, 2.26, 2.29)
C (0.25, 3.60, 1.75)
C (1.10, 3.47, 0.51)
C (-0.45, 1.50, -0.08)
N (-0.64, 0.31, -0.85)
C (0.04, 1.07, 1.32)
C (-0.27, -0.28, 1.93)
N (-0.56, -1.33, 1.11)
C (-0.78, -2.55, 1.64)
C (-0.75, -2.78, 3.00)
C (-0.41, -1.74, 3.84)
C (-0.15, -0.47, 3.30)
C (0.28, 0.65, 4.15)
N (0.68, 0.48, 5.38)
H (0.59, 4.30, 2.51)
H (2.04, 4.00, 0.38)
H (-1.33, 2.15, -0.11)
H (-0.97, -3.36, 0.94)
H (-0.95, -3.77, 3.39)
H (-0.33, -1.87, 4.91)
C (-1.70, -4.87, -2.42)
C (-2.00, -3.68, -3.31)
As (-2.30, -2.03, -2.34)
C (-3.65, -2.34, -0.97)
C (-5.01, -2.58, -1.64)
C (-2.91, -0.66, -3.56)
C (-1.82, -0.14, -4.49)
H (-1.53, -5.75, -3.04)
H (-2.53, -5.11, -1.75)
H (-0.80, -4.73, -1.82)
H (-2.92, -3.80, -3.89)
H (-1.19, -3.48, -4.02)
H (-3.68, -1.48, -0.30)
H (-3.33, -3.22, -0.41)
H (-5.38, -1.68, -2.15)
H (-5.74, -2.85, -0.88)
H (-4.98, -3.40, -2.36)
H (-3.36, 0.12, -2.95)
H (-3.71, -1.15, -4.12)
H (-0.99, 0.32, -3.94)
H (-2.24, 0.62, -5.14)
H (-1.41, -0.93, -5.13)
Cl (2.35, 1.53, -2.49)
C (1.31, 2.54, -1.66)
C (0.75, 3.63, -2.29)
C (-0.26, 4.53, -1.85)
C (-0.86, 4.69, -0.56)
C (-0.16, 4.17, 0.46)
Cl (-2.05, 2.27, 2.43)
C (0.95, 2.19, -0.25)
N (1.51, 1.06, 0.63)
C (2.84, 0.98, 1.26)
C (3.31, 2.02, 2.05)
C (4.60, 1.95, 2.58)
C (5.39, 0.84, 2.31)
C (4.88, -0.21, 1.56)
C (3.60, -0.18, 1.03)
C (3.11, -1.49, 0.40)
C (2.65, -1.48, -1.03)
O (3.25, -1.30, -2.02)
O (1.20, -1.78, -1.14)
H (1.05, 3.77, -3.33)
H (-0.65, 5.16, -2.64)
H (-1.80, 5.23, -0.46)
H (1.44, 0.21, 0.06)
H (2.71, 2.87, 2.28)
H (4.97, 2.76, 3.18)
H (6.40, 0.79, 2.70)
H (5.50, -1.08, 1.40)
H (2.36, -1.97, 1.04)
H (3.97, -2.17, 0.39)

Properties
net charge = +4
multiplicity = 1

Charge distribution, Mulliken scheme, values in e: atom 1 (V): 0.79, atom 2 (Se): 0.41, atom 3 (N): -0.85, atom 4 (C): 0.09, atom 5 (C): 2.46, atom 6 (C): -1.01, atom 7 (C): -0.42, atom 8 (C): -0.93, atom 9 (N): -0.43, atom 10 (C): -0.75, atom 11 (C): -0.70, atom 12 (N): 0.90, atom 13 (C): -0.32, atom 14 (C): -1.15, atom 15 (C): -0.98, atom 16 (C): 0.98, atom 17 (C): 0.52, atom 18 (N): -0.83, atom 19 (H): 0.78, atom 20 (H): 0.38, atom 21 (H): 0.70, atom 22 (H): 0.70, atom 23 (H): 0.50, atom 24 (H): 0.63, atom 25 (C): -1.12, atom 26 (C): -0.56, atom 27 (As): 0.30, atom 28 (C): -0.47, atom 29 (C): -1.35, atom 30 (C): -0.59, atom 31 (C): -1.14, atom 32 (H): 0.40, atom 33 (H): 0.32, atom 34 (H): 0.25, atom 35 (H): 0.58, atom 36 (H): 0.51, atom 37 (H): 0.44, atom 38 (H): 0.44, atom 39 (H): 0.37, atom 40 (H): 0.41, atom 41 (H): 0.39, atom 42 (H): 0.48, atom 43 (H): 0.56, atom 44 (H): 0.17, atom 45 (H): 0.39, atom 46 (H): 0.38, atom 47 (Cl): 0.01, atom 48 (C): 0.11, atom 49 (C): -0.56, atom 50 (C): -0.12, atom 51 (C): -1.14, atom 52 (C): -0.39, atom 53 (Cl): -0.03, atom 54 (C): 1.77, atom 55 (N): 1.75, atom 56 (C): 1.13, atom 57 (C): -0.70, atom 58 (C): -1.30, atom 59 (C): -1.03, atom 60 (C): -1.28, atom 61 (C): 0.63, atom 62 (C): -0.37, atom 63 (C): 0.30, atom 64 (O): -0.36, atom 65 (O): -0.56, atom 66 (H): 0.56, atom 67 (H): 0.53, atom 68 (H): 0.60, atom 69 (H): -1.04, atom 70 (H): 0.51, atom 71 (H): 0.55, atom 72 (H): 0.47, atom 73 (H): 0.51, atom 74 (H): 0.23, atom 75 (H): 0.59

Let's list total energy in order: -97073.0475, -50589.6933, -222105.1730 eV.
Let's list M in order: 699.9, 507.6, 793.4 g/mol.
Let's list E_HOMO in order: -0.456, -6.707, -19.441 eV.